[1]
C45H38Cl2F9IrN3P | wB97M-V/def2-TZVPD

As for the orbital gap (alpha / beta): 7.2 / 7.2 eV. The max |F| is 0.030 hartree/bohr. The calculated total energy is -113379.824 eV. Its total charge is +1. Its spin multiplicity is 2.

Structure (XYZ):
```
99
Properties=species:S:1:pos:R:3:forces:R:3
Ir -0.537 -0.649 1.014 0.1 0.2 -0.7
Cl -0.947 -2.885 3.031 -0.2 -0.1 0.1
Cl -2.866 -0.725 2.496 -0.2 0.1 0.2
P 0.914 1.123 1.569 0.0 -1.1 0.4
F -2.239 6.462 4.098 0.0 0.0 0.0
F 4.733 -0.965 6.766 0.0 0.0 0.0
F 3.455 -2.678 6.431 0.0 -0.1 0.0
F -0.455 7.451 3.387 0.0 0.1 0.0
F 5.249 3.390 -2.983 0.0 0.1 -0.1
F 6.655 2.901 -1.416 0.1 0.0 0.0
F 2.762 -1.043 7.660 0.0 0.0 0.1
F 6.004 1.373 -2.805 0.0 0.0 0.0
F -2.098 7.086 2.030 0.0 0.0 0.0
N -1.631 -0.740 -0.775 -0.2 -0.1 1.2
N -1.981 -1.265 -2.995 -0.2 -0.2 -0.3
N 0.016 -1.805 -2.031 0.6 0.0 0.0
C -3.990 -1.427 -0.792 -0.1 -0.3 0.2
C -1.371 -3.365 -4.129 0.0 -0.3 0.1
C 1.024 -2.114 -1.086 -0.4 -0.4 -0.4
C -3.615 -2.877 -0.983 0.0 0.1 0.0
C 0.048 3.095 3.385 0.0 0.1 0.0
C -2.430 -2.370 -6.473 -0.1 0.1 0.0
C -1.406 6.566 3.053 0.1 -0.1 0.0
C -1.210 -1.296 -1.874 0.1 0.3 -0.8
C -0.807 5.230 2.694 -0.1 0.0 0.0
C 3.219 -2.989 -0.709 0.0 0.0 -0.2
C 1.733 0.495 3.089 0.3 0.1 -0.2
C -2.495 -1.590 -5.324 0.0 0.2 -0.2
C 2.212 -2.652 -1.599 0.1 -0.3 -0.2
C 2.508 0.797 -0.690 0.1 0.0 -0.2
C -3.407 0.892 -0.375 0.1 0.4 -0.2
C 2.403 -2.843 -3.085 0.1 0.0 0.1
C -2.603 -2.312 3.277 0.2 0.0 -0.1
C -1.925 -2.092 -4.153 0.1 0.2 0.2
C 3.135 2.609 0.751 0.1 0.2 0.0
C -2.386 1.989 -0.202 -0.1 -0.1 0.0
C -1.833 -3.621 -6.473 0.0 0.0 0.0
C -0.021 3.678 1.050 0.1 0.1 0.0
C -3.029 -0.419 -0.663 0.1 0.0 -0.2
C -1.318 -4.124 -5.292 0.0 0.0 0.1
C 0.283 2.760 2.055 -0.2 0.0 -0.1
C 3.598 1.066 -1.508 -0.1 -0.2 0.0
C -3.172 -0.242 -5.332 0.1 -0.1 0.0
C 4.218 2.887 -0.068 -0.1 0.1 0.2
C 1.876 -2.273 1.132 0.1 -0.2 0.2
C 3.054 -2.815 0.658 -0.1 -0.1 0.1
C 3.108 0.531 3.284 0.1 0.0 0.1
C -5.335 -1.088 -0.670 0.0 -0.1 0.0
C -4.761 1.192 -0.253 0.0 0.0 0.0
C 3.467 -1.340 6.558 0.0 0.1 -0.1
C 5.602 2.440 -2.102 -0.1 -0.1 0.1
C -0.559 4.913 1.367 0.0 0.0 -0.1
C -0.495 4.333 3.704 0.0 -0.1 0.0
C 2.872 -0.682 5.340 0.0 0.0 0.1
C -5.727 0.212 -0.406 0.0 0.1 0.1
C 0.852 -1.889 0.264 0.2 1.4 0.6
C 4.449 2.104 -1.189 0.1 0.1 -0.1
C 2.279 1.549 0.449 -0.1 0.1 0.0
C 3.677 -0.052 4.412 0.1 0.1 -0.2
C 0.937 -0.156 4.030 -0.1 0.1 0.3
C 1.499 -0.738 5.154 -0.2 0.0 0.0
H -1.790 -4.205 -7.384 0.0 0.0 0.1
H 3.850 -3.079 1.343 -0.1 0.0 0.0
H -4.024 -0.215 -4.644 0.0 0.0 0.0
H -2.485 0.559 -5.048 0.0 0.0 0.0
H -2.580 -3.077 -0.701 -0.1 0.0 0.0
H -4.258 -3.506 -0.369 0.0 0.0 0.0
H -0.139 -0.180 3.896 0.0 -0.1 0.0
H -6.777 0.455 -0.299 0.1 0.0 0.0
H 4.145 -3.403 -1.090 0.0 0.0 0.0
H 0.241 -2.026 -2.988 0.1 0.0 0.0
H -2.009 2.016 0.825 -0.1 0.0 -0.1
H -2.785 -2.201 4.337 0.0 0.1 0.1
H -3.283 -3.017 2.820 -0.1 0.0 0.0
H -5.054 2.213 -0.033 0.0 0.0 0.0
H 0.299 2.406 4.180 0.0 0.0 0.0
H 2.953 3.225 1.625 0.0 0.0 0.0
H -6.084 -1.868 -0.771 0.1 0.0 0.0
H 2.261 -1.910 -3.641 0.0 0.0 0.0
H 0.178 3.432 0.012 0.0 0.0 0.0
H -0.681 4.596 4.737 0.0 0.0 0.0
H 3.750 1.009 2.557 0.0 -0.1 0.0
H 1.829 0.001 -0.933 0.0 -0.1 -0.1
H 3.416 -3.186 -3.289 0.0 0.0 0.0
H -3.556 -0.015 -6.325 0.0 0.0 0.0
H 3.788 0.463 -2.387 0.0 0.0 0.0
H -2.834 2.963 -0.400 0.0 0.0 0.0
H -1.527 1.854 -0.861 0.0 0.0 0.0
H 4.886 3.706 0.167 0.0 0.0 0.0
H -2.858 -1.981 -7.391 0.0 0.0 0.1
H 0.877 -1.239 5.886 0.0 0.0 0.0
H -2.721 -0.583 -2.967 -0.1 -0.1 0.0
H 1.761 -2.128 2.204 0.0 0.1 -0.1
H -0.793 5.626 0.588 0.0 0.0 0.0
H 1.717 -3.589 -3.498 0.0 0.0 0.0
H -3.748 -3.196 -2.019 0.0 0.0 0.0
H 4.748 -0.018 4.564 0.0 0.0 0.0
H -1.023 -3.792 -3.195 0.0 0.0 -0.1
H -0.883 -5.115 -5.262 0.0 0.0 0.0
```
Positions in Å, forces in eV/Å.

***

[2]
C35H24Br2MoN9O7S | wB97M-V/def2-TZVPD

As for the orbital gap (alpha / beta): 5.3 / 5.3 eV. The max |F| is 0.068 hartree/bohr. The calculated total energy is -217207.740 eV. Its total charge is -1.

Structure (XYZ):
```
79
Properties=species:S:1:pos:R:3:forces:R:3
Mo -0.621 -0.466 -0.314 1.4 -1.8 -1.9
Br 5.639 -0.722 -6.454 -0.1 0.0 0.0
Br -1.575 -0.328 -2.720 -0.1 0.3 -0.1
S -9.009 -4.554 1.322 0.5 -0.5 -0.4
O 0.919 -2.013 -2.531 0.2 0.2 0.1
O 0.476 -2.116 -0.306 -0.1 -0.6 0.5
O -10.229 -5.146 0.814 0.0 0.0 0.0
O -8.966 -3.108 1.298 -0.1 0.1 0.1
O -8.454 -5.182 2.516 -0.3 0.2 0.2
O 4.393 -0.393 -1.194 -0.1 -0.1 0.0
O 2.336 -1.062 -0.928 0.2 -0.1 0.2
N -1.265 2.639 -1.381 -3.3 0.1 1.1
N -6.603 -4.303 0.237 1.1 0.7 -0.3
N -2.242 -1.938 -0.096 -0.7 -0.3 0.3
N -2.580 0.105 2.301 -2.2 2.2 -1.6
N -1.842 0.952 0.195 -1.9 1.9 0.8
N 1.926 0.358 -5.090 -0.6 0.3 -0.3
N -7.726 -6.255 -0.410 -0.2 -0.7 -0.4
N -0.365 -0.615 1.762 -0.9 -0.1 1.4
N 0.553 1.345 -0.544 -0.1 1.2 -0.8
C 0.866 -1.638 3.551 -0.4 0.0 0.3
C 0.024 2.320 -1.370 2.5 -0.7 0.3
C 1.842 1.490 -0.193 0.0 -0.1 0.3
C 2.706 2.373 -0.790 -0.1 0.4 -0.4
C -2.041 -3.258 0.032 0.4 0.0 0.1
C 0.983 -1.430 -1.282 0.4 -0.3 -1.0
C -3.276 2.733 0.018 -1.7 0.2 1.2
C -3.517 -1.547 -0.273 -0.1 0.0 -0.2
C -7.653 -5.083 0.188 -1.1 0.3 0.9
C 0.892 3.151 -2.121 -0.6 -0.3 0.2
C -4.999 4.291 0.499 -0.3 0.0 0.4
C -5.458 -5.933 -1.044 0.1 0.3 0.1
C 1.360 -3.368 -2.586 0.0 0.1 0.2
C -3.040 -4.201 -0.086 -0.4 0.1 -0.1
C 2.940 0.023 -5.860 0.6 -0.1 -0.1
C 2.228 3.169 -1.845 0.3 -0.3 0.5
C 4.244 -0.621 -3.964 -0.2 0.1 0.1
C -1.470 -0.570 2.580 2.1 -1.1 0.6
C -3.661 1.968 1.151 -1.0 1.6 -1.0
C -2.710 0.903 1.266 1.4 -1.9 1.6
C 2.010 0.194 -3.784 0.1 -0.2 0.5
C 3.131 -0.358 -3.165 0.2 0.1 -0.5
C -0.282 -1.697 4.355 0.6 -0.1 -0.3
C -5.384 3.533 1.612 -0.1 0.4 -0.3
C 3.314 -0.603 -1.703 0.3 0.2 0.0
C -1.440 -1.177 3.858 -0.1 0.4 -0.5
C -4.583 -2.414 -0.328 0.0 -0.3 0.0
C -4.358 -3.790 -0.275 0.8 0.6 0.1
C -6.632 -6.672 -1.026 0.1 0.2 0.0
C -4.729 2.368 1.949 0.6 -0.5 -0.1
C 4.143 -0.416 -5.326 0.0 -0.1 0.0
C -3.951 3.905 -0.308 0.5 -0.5 -0.2
C 0.766 -1.114 2.286 0.6 -0.1 -0.1
C -2.099 2.112 -0.509 2.7 0.1 -1.5
C -5.490 -4.711 -0.372 -0.9 -0.8 -0.1
H -2.365 -1.154 4.410 -0.1 0.0 0.1
H 2.808 0.129 -6.928 0.0 0.0 -0.1
H -6.209 3.876 2.219 -0.1 0.0 0.0
H -5.591 -2.048 -0.424 -0.1 0.1 0.0
H 5.159 -0.963 -3.503 0.0 0.0 0.0
H 0.710 -3.882 -3.292 0.1 0.0 0.0
H -0.236 -2.130 5.344 0.0 0.0 0.1
H 1.275 -3.838 -1.603 0.0 0.0 -0.1
H -4.585 -6.267 -1.580 0.2 -0.1 0.0
H 0.437 3.788 -2.859 -0.1 0.1 -0.1
H 1.152 0.524 -3.217 -0.2 -0.1 0.1
H -3.697 -0.488 -0.409 0.1 -0.2 -0.1
H -3.651 4.484 -1.166 0.1 0.1 -0.1
H 1.631 -1.125 1.631 -0.1 0.0 0.0
H -6.704 -7.630 -1.526 0.1 -0.1 -0.1
H -1.020 -3.567 0.217 -0.1 0.1 -0.1
H 2.900 3.822 -2.383 0.0 0.0 -0.1
H 1.816 -2.003 3.906 0.1 -0.1 0.0
H 2.193 0.850 0.609 -0.1 -0.1 -0.2
H -5.535 5.203 0.277 0.0 0.0 0.0
H -2.794 -5.248 -0.010 0.1 -0.1 0.1
H 2.400 -3.421 -2.928 -0.1 0.0 0.0
H 3.735 2.415 -0.475 0.1 0.0 0.0
H -5.019 1.773 2.801 0.0 0.0 0.1
```
Positions in Å, forces in eV/Å.

***

[3]
C5H9N3 | wB97M-V/def2-TZVPD

As for the orbital gap: 8.8 eV. The max |F| is 0.238 hartree/bohr. The calculated total energy is -9796.398 eV. The SMILES is [H]/N=C/N(/C=C/C)N=C.

Structure (XYZ):
```
17
Properties=species:S:1:pos:R:3:forces:R:3
N 0.536 2.229 0.079 0.7 -0.3 0.7
N 0.575 -0.273 -0.085 -6.5 10.4 0.1
N 1.331 -1.198 -0.141 7.4 -7.3 -0.2
C 2.596 -1.141 0.230 -0.8 -1.9 -0.2
C -3.174 -0.526 0.090 -1.9 -2.1 0.5
C 1.120 1.141 -0.161 0.0 -2.7 -0.6
C -1.915 0.321 0.105 0.9 -1.2 -1.2
C -0.879 -0.483 -0.224 1.9 1.8 1.6
H 2.122 1.032 -0.620 -0.3 0.2 0.6
H 3.011 -0.405 0.886 -0.1 1.0 0.0
H -1.781 1.394 0.312 -0.4 -0.7 0.0
H -4.076 -0.294 -0.629 1.9 0.1 1.4
H -3.636 -0.592 1.217 1.0 -0.1 -2.8
H -1.033 -1.516 -0.257 0.0 -1.4 -0.5
H -2.792 -1.647 -0.302 -1.6 2.9 1.4
H 1.320 2.896 0.021 -0.9 0.4 -0.4
H 3.283 -2.042 0.159 -1.5 1.0 -0.3
```
Positions in Å, forces in eV/Å.

***

[4]
C37H66Br3FN2O23S | wB97M-V/def2-TZVPD

As for the orbital gap: 3.5 eV. The max |F| is 0.061 hartree/bohr. The calculated total energy is -313192.614 eV. Its total charge is -2.

Structure (XYZ):
```
133
Properties=species:S:1:pos:R:3:forces:R:3
Br -7.400 0.621 -4.118 0.4 0.1 -0.1
Br -4.483 2.030 -4.448 -0.2 -0.2 0.0
Br -6.223 2.428 -1.806 0.2 -0.3 -0.2
S 4.361 0.477 1.081 1.0 0.5 2.4
F -6.478 1.539 5.372 -0.2 -0.3 0.7
O -0.144 2.526 -3.802 -0.1 0.0 0.1
O 5.963 5.107 -0.068 0.4 -0.2 0.2
O 2.550 -4.940 4.339 -0.8 0.2 -0.6
O 0.131 0.445 -2.953 -0.3 0.5 0.0
O -2.012 4.038 -0.429 -0.1 0.0 -0.4
O 3.127 -2.978 -2.030 -0.8 0.1 0.6
O -1.169 6.088 -0.197 -0.3 0.0 -0.5
O 4.116 -3.097 -4.019 -0.3 0.3 -3.1
O 5.567 7.008 -1.205 0.2 0.4 0.2
O 5.191 -3.709 -2.190 0.3 -0.1 0.4
O 0.550 -3.239 0.780 -0.2 0.7 0.1
O -2.578 -3.389 -3.133 0.2 0.0 -0.8
O 4.251 5.221 -1.443 -0.5 0.1 0.5
O -2.873 -1.165 -3.071 -0.3 1.0 -0.6
O 5.756 0.776 0.721 -0.4 -0.5 -1.1
O 3.459 0.264 -0.094 -0.1 -0.1 -0.6
O 4.338 -0.795 1.889 -0.4 -0.7 0.0
O 3.877 1.568 1.936 -0.8 0.2 -0.5
O -0.653 0.704 -5.009 0.0 0.3 0.0
O -0.066 1.853 5.036 -0.1 0.2 0.1
O -2.516 5.227 1.375 -0.1 0.2 1.0
O -3.733 -2.506 -1.481 0.6 0.4 0.0
O -1.702 0.960 -0.570 0.2 0.2 0.5
N 0.858 -0.170 -0.056 -0.8 -0.4 -1.1
N 2.762 -2.786 2.726 -1.0 -0.1 -0.4
C -4.760 2.301 3.964 0.5 -0.7 0.5
C 3.406 -3.557 -0.699 0.4 0.9 -1.9
C 3.850 2.906 -1.888 -0.6 0.0 0.4
C 5.281 5.889 -0.894 -0.2 -0.6 -0.8
C -0.526 -0.722 -4.877 -0.4 -0.2 0.3
C -6.646 3.134 2.152 0.8 -0.6 -0.7
C -1.231 1.185 5.024 1.2 0.2 -0.2
C -1.927 5.134 0.354 -0.4 -0.2 -0.4
C 0.642 2.205 0.485 1.1 0.6 -0.3
C -0.241 1.343 -3.897 0.5 -0.6 -0.3
C 4.936 -3.658 -0.774 0.3 -1.4 1.1
C -4.904 -4.369 -0.623 0.4 -1.2 0.4
C -0.786 5.683 -1.541 0.6 -0.1 1.1
C 0.168 0.811 0.823 0.9 0.1 0.9
C 2.062 -6.257 4.246 0.8 -0.1 -0.5
C -3.085 0.873 -0.782 0.5 -0.4 -1.0
C -3.545 -3.892 -1.083 -0.8 0.3 -0.8
C 4.073 3.925 -0.791 1.0 -0.1 -1.0
C -1.324 0.691 0.772 0.1 0.1 -0.5
C -1.523 4.339 -1.732 0.9 0.8 0.2
C -6.100 2.140 4.245 0.2 0.7 -1.0
C -0.089 -0.881 -3.408 0.6 -0.9 -0.9
C 4.123 -3.254 -2.865 0.5 0.0 2.7
C 1.477 -3.982 4.427 0.4 -0.4 1.4
C -5.294 3.229 1.828 -0.3 -0.1 0.0
C 1.050 -1.481 4.033 0.0 -0.4 -0.1
C -7.051 2.573 3.351 -1.0 0.2 -0.4
C -3.030 -2.235 -2.610 -1.1 -1.8 1.3
C -0.145 -3.990 -0.135 1.2 0.2 0.2
C -5.748 1.226 -3.256 -0.6 0.1 0.1
C 2.033 -2.641 4.048 1.5 0.6 -0.3
C 5.413 3.762 -0.051 -0.8 0.1 0.8
C 0.409 -1.266 -5.935 -0.2 0.5 0.1
C -4.338 2.818 2.747 -0.3 0.2 0.0
C 5.778 -2.627 -0.055 -0.1 0.4 -0.6
C 0.718 5.583 -1.578 0.4 0.0 -1.3
C -3.083 -4.505 -2.419 0.0 -0.5 0.9
H 3.328 -1.935 2.449 -0.1 0.9 -0.3
H 0.302 2.963 1.192 -0.5 -0.2 0.0
H 6.079 3.015 -0.478 0.1 0.3 -0.3
H 3.451 -3.537 2.715 -0.4 -0.2 0.4
H -8.123 2.466 3.482 0.1 -0.2 0.5
H 1.196 -4.031 5.490 -0.3 0.6 -0.2
H 3.775 1.925 -1.405 0.1 0.0 -0.3
H 1.200 4.895 -0.887 -0.5 -0.1 0.3
H 5.523 -1.633 -0.434 0.2 0.0 0.3
H 0.568 -1.402 5.007 0.2 0.2 0.1
H -0.796 3.594 -2.044 -0.5 -0.2 -0.1
H 0.229 -1.650 3.331 0.2 0.0 -0.3
H -1.619 1.049 3.981 -0.4 -0.3 -0.2
H 1.814 -6.694 5.216 -0.3 0.1 0.1
H 1.237 -6.290 3.535 -0.2 -0.2 0.2
H 2.038 -2.995 2.011 -0.1 0.0 -0.5
H 0.591 -1.173 0.111 0.3 0.3 0.4
H -1.666 -0.319 1.034 -0.1 0.1 0.3
H 0.847 -1.438 -3.346 0.1 0.1 0.1
H -7.348 3.305 1.342 -0.3 0.3 0.3
H -2.295 -5.251 -2.322 0.2 0.2 0.2
H 1.214 6.549 -1.481 -0.2 0.1 0.1
H 1.414 -0.875 -5.783 0.1 -0.1 -0.1
H -2.758 -3.948 -0.326 -0.5 0.1 -0.1
H 5.229 -4.645 -0.384 -0.1 0.1 -0.2
H -5.327 0.316 -2.852 0.3 0.1 0.2
H 2.887 -2.362 4.670 -0.4 -0.2 0.6
H -3.917 -5.023 -2.906 0.0 0.5 -0.4
H 0.968 5.212 -2.582 0.1 0.1 0.1
H 0.429 -2.353 -5.915 0.0 -0.1 0.1
H 5.254 3.476 0.987 0.0 -0.1 0.0
H -1.093 0.154 5.449 -0.6 -0.3 0.0
H -3.116 0.979 -1.868 -0.7 0.0 0.0
H 3.015 -2.851 0.023 -0.1 -0.2 0.1
H -1.245 -4.036 0.008 0.5 -0.2 0.4
H 1.731 2.267 0.591 0.0 -0.3 0.0
H -4.062 1.898 4.690 0.3 0.2 -0.1
H 2.888 -4.513 -0.769 0.1 0.0 0.8
H 5.637 -2.615 1.025 -0.4 0.0 -0.1
H 1.909 -0.036 0.033 0.5 -0.1 0.0
H 2.912 3.122 -2.411 -0.1 -0.1 0.1
H -1.709 1.476 1.425 -0.3 -0.3 0.3
H 4.633 2.933 -2.647 0.2 0.0 0.2
H -3.414 -0.137 -0.511 -0.4 0.1 0.1
H -5.032 3.550 0.829 0.3 0.2 0.1
H 0.023 -0.936 -6.901 0.2 -0.1 -0.1
H 0.580 0.591 1.809 -0.5 0.0 0.3
H 0.610 0.063 -1.033 0.2 -0.1 0.5
H -1.150 6.452 -2.221 0.0 0.0 0.0
H -2.337 4.500 -2.438 -0.2 -0.5 0.0
H 0.563 -4.216 3.867 0.4 -0.3 -0.5
H -5.671 -4.191 -1.373 0.0 0.4 0.1
H 1.593 -0.556 3.818 -0.3 0.0 0.1
H 6.841 -2.825 -0.201 0.0 0.0 -0.3
H -2.075 1.657 5.586 -0.2 0.0 0.2
H -1.529 -1.133 -5.006 0.1 0.1 0.0
H 0.281 -5.017 -0.149 -0.6 -0.2 -0.2
H 3.227 3.966 -0.102 0.1 0.1 0.0
H -0.854 -1.416 -2.851 0.4 0.6 0.2
H -4.882 -5.459 -0.483 0.2 0.1 -0.1
H 0.419 2.498 -0.545 -0.3 -0.1 0.1
H -3.703 1.643 -0.318 0.3 0.1 0.4
H -0.021 -3.624 -1.178 -0.1 0.0 -0.2
H -3.285 2.900 2.513 0.0 0.0 0.1
H -5.161 -3.986 0.362 -0.2 0.4 -0.2
H 2.880 -6.847 3.828 0.0 -0.1 0.0
```
Positions in Å, forces in eV/Å.